Computed, not measured: the ion C4H12N2O2PS with charge +1 at a distorted geometry, with the ωB97M-V functional and the def2-TZVPD basis.

XYZ file:
```
22
Properties=species:S:1:pos:R:3:mulliken_charge:R:1
C 2.771 0.026 0.000 -0.7757
O 1.889 -0.743 0.806 -0.2217
P 0.527 -1.231 0.157 0.8341
O -0.362 -2.054 0.960 -0.6302
N -0.416 0.530 -0.154 -0.3999
C -0.893 1.244 0.837 0.9138
C -1.574 2.552 0.528 -1.2204
N -0.752 0.835 2.049 -0.2923
S 0.959 -1.864 -1.704 -0.1308
C -0.218 -3.280 -1.847 -0.7687
H 2.909 -0.534 -0.857 0.4037
H 3.827 0.223 0.441 0.2455
H 2.370 1.025 -0.121 0.2985
H -0.732 0.837 -1.116 0.2553
H -1.043 3.359 0.795 0.3739
H -1.820 2.582 -0.552 0.3349
H -2.492 2.534 1.197 0.3541
H -0.754 1.644 2.780 0.3031
H -0.280 0.051 2.282 0.1509
H 0.470 -4.101 -2.109 0.3527
H -0.913 -2.911 -2.572 0.3238
H -0.582 -3.320 -0.730 0.2953
```

Output
LUMO level (eV): -2.94
Total charge: +1
ΔE to the lowest compared entry with this formula, charge and spin (eV): 0.7184
Highest occupied orbital energy (eV): -13.856
Calculated total energy (a.u.): -1158.94842


Computed, not measured: an isolated molecule of C4H12N2O2Si at a distorted geometry, with the ωB97M-V functional and the def2-TZVPD basis.

XYZ file:
```
21
Properties=species:S:1:pos:R:3:mulliken_charge:R:1
C 2.103 1.672 -1.024 -1.3219
C 0.653 1.324 -0.708 -0.3494
C 0.421 -0.188 -0.669 -0.6684
Si -1.413 -0.606 -0.435 0.2567
O -1.956 -1.696 -1.525 -0.5411
N -1.887 -1.602 1.150 -0.2861
C -1.377 -1.080 2.279 0.6676
N -1.486 -1.837 3.419 -0.4301
O -0.815 0.003 2.270 -0.6178
H 2.402 1.242 -1.978 0.3336
H 2.233 2.750 -1.080 0.3505
H 2.764 1.286 -0.252 0.3327
H 0.376 1.740 0.260 0.2841
H 0.006 1.776 -1.464 0.3426
H 1.023 -0.604 0.136 0.3481
H 0.792 -0.627 -1.600 0.4659
H -2.300 0.548 -0.392 -0.0920
H -1.628 -1.682 -2.421 0.3143
H -2.271 -2.530 1.125 0.1809
H -2.144 -2.597 3.458 0.1882
H -1.276 -1.373 4.286 0.2419
```

Output
LUMO level (eV): 0.66
ΔE to the lowest compared entry with this formula, charge and spin (eV): 0.0000
Highest occupied orbital energy (eV): -9.666
Calculated total energy (a.u.): -709.20905


Computed, not measured: a structure of composition C4H12N2O4S2 at a distorted geometry, with the ωB97M-V functional and the def2-TZVPD basis.

XYZ file:
```
24
Properties=species:S:1:pos:R:3:mulliken_charge:R:1
C -2.185 1.439 1.456 -1.0088
C 2.408 -1.142 2.126 -0.9624
C -0.042 -0.753 -3.388 -0.1566
C 0.654 -0.077 -0.175 -0.4247
N -0.926 -1.471 -2.852 -0.3781
N 1.530 0.901 -0.420 -0.3006
O -1.098 1.794 -1.008 -0.6492
O -2.282 -0.222 -0.485 -0.4786
O -0.222 -1.334 1.968 -0.6792
O 0.508 0.906 2.264 -0.6863
S -1.160 0.806 0.015 1.1839
S 0.743 -0.395 1.552 1.1903
H -3.206 1.856 1.018 0.3315
H -2.324 0.549 2.148 0.3398
H -1.491 2.187 1.822 0.3537
H 3.150 -0.825 1.309 0.3005
H 2.572 -0.775 3.132 0.3346
H 2.251 -2.311 2.188 0.2975
H 0.130 0.251 -2.885 0.0480
H 0.572 -0.873 -4.275 0.2902
H -0.784 -2.435 -3.155 0.1955
H -2.145 -0.943 -1.104 0.3619
H 1.810 1.626 0.184 0.2442
H 1.539 1.240 -1.434 0.2529
```

Output
LUMO level (eV): 0.55
ΔE to the lowest compared entry with this formula, charge and spin (eV): 1.5468
Highest occupied orbital energy (eV): -8.445
Calculated total energy (a.u.): -1366.24674


Computed, not measured: a cluster of 2 separate species, C4H12N2OS in total at a distorted geometry, with the ωB97M-V functional and the def2-TZVPD basis.

XYZ file:
```
20
Properties=species:S:1:pos:R:3:mulliken_charge:R:1
C 2.294 1.154 -0.689 -1.4380
C 2.233 -0.690 0.919 -1.5094
C -4.133 1.049 0.421 -0.2694
C 1.400 0.240 0.056 0.4520
N -0.742 -1.437 0.093 -0.4754
N -3.319 0.193 -0.034 -0.4812
O 1.029 -1.958 -1.482 -0.6417
S 0.235 -0.796 -1.080 0.4865
H 3.194 0.671 -0.997 0.3370
H 1.704 1.776 -1.443 0.3424
H 2.521 1.943 -0.073 0.4534
H 1.633 -1.096 1.667 0.4159
H 3.099 -0.184 1.404 0.3707
H 2.697 -1.356 0.175 0.3832
H -4.623 0.625 1.396 0.2213
H -4.293 2.067 -0.031 0.2410
H -1.650 -0.984 0.182 0.3563
H 0.641 0.889 0.663 0.2844
H -0.812 -2.396 -0.108 0.2858
H -3.111 0.291 -1.038 0.1853
```

Output
LUMO level (eV): 0.65
ΔE to the lowest compared entry with this formula, charge and spin (eV): 3.1438
Highest occupied orbital energy (eV): -8.370
Calculated total energy (a.u.): -742.44552


Computed, not measured: a structure of composition C4H12N2OS at a distorted geometry, with the ωB97M-V functional and the def2-TZVPD basis.

XYZ file:
```
20
Properties=species:S:1:pos:R:3:mulliken_charge:R:1
C -2.363 -0.360 1.039 -0.8569
C -1.721 -0.781 -1.247 -0.8746
C 2.573 0.161 -0.695 -0.8724
C 1.262 1.613 0.833 -0.8901
N -1.475 -0.048 -0.045 -0.2263
N 1.451 0.351 0.174 0.1809
O 0.777 -2.014 -0.199 -0.5504
S 0.472 -0.892 0.657 0.3345
H -1.939 0.050 1.960 0.2890
H -3.330 0.124 0.864 0.3805
H -2.540 -1.436 1.177 0.3274
H -2.679 -0.481 -1.676 0.3443
H -0.933 -0.539 -1.959 0.2709
H -1.742 -1.870 -1.101 0.3649
H 3.518 0.313 -0.161 0.3320
H 2.536 -0.863 -1.066 0.2816
H 2.529 0.848 -1.543 0.2911
H 1.844 1.686 1.757 0.2666
H 1.555 2.427 0.172 0.3265
H 0.204 1.711 1.061 0.2806
```

Output
LUMO level (spin up / spin down) (eV): 0.95 / -1.22
ΔE to the lowest compared entry with this formula, charge and spin (eV): 0.1214
Highest occupied orbital energy (spin up / spin down) (eV): -5.552 / -8.791
Spin multiplicity: 3
Calculated total energy (a.u.): -742.36955


Computed, not measured: an isolated molecule of C4H12N2S at a distorted geometry, with the ωB97M-V functional and the def2-TZVPD basis.

XYZ file:
```
19
Properties=species:S:1:pos:R:3:mulliken_charge:R:1
C 1.226 -2.376 -1.204 -0.8954
N 0.317 -1.547 -0.452 -0.2244
C 0.482 -0.124 -0.584 -0.8969
C -0.499 0.595 0.333 0.3670
N -0.190 0.227 1.714 -0.6594
C -0.479 2.100 0.152 -0.8513
S -1.904 2.983 0.783 -0.1940
H 1.073 -2.346 -2.294 0.2873
H 1.175 -3.383 -0.792 0.3190
H 2.245 -2.024 -1.024 0.2999
H -0.646 -1.837 -0.551 0.2099
H 1.506 0.138 -0.296 0.4078
H 0.321 0.230 -1.612 0.3389
H -1.496 0.243 0.033 0.1392
H -0.378 -0.757 1.852 0.2604
H -0.761 0.750 2.367 0.2591
H 0.454 2.507 0.545 0.4383
H -0.444 2.278 -0.925 0.3171
H -2.003 2.343 1.954 0.0777
```

Output
LUMO level (eV): 0.95
ΔE to the lowest compared entry with this formula, charge and spin (eV): 0.2817
Highest occupied orbital energy (eV): -8.795
Calculated total energy (a.u.): -667.28453


Computed, not measured: an isolated molecule of C4H12N2S at a distorted geometry, with the ωB97M-V functional and the def2-TZVPD basis.

XYZ file:
```
19
Properties=species:S:1:pos:R:3:mulliken_charge:R:1
C 0.858 0.440 -2.172 -1.0910
N 0.369 -0.774 -1.519 -0.5301
C 0.064 -0.432 -0.027 0.4346
C -0.397 0.956 0.270 -0.5272
N 0.292 1.593 1.433 -0.6379
C -0.759 -1.559 0.558 -0.9067
S -0.548 -2.026 2.354 -0.1868
H 1.635 1.080 -1.792 0.3335
H -0.087 1.012 -2.331 0.4089
H 1.038 0.143 -3.207 0.3792
H 1.171 -1.379 -1.375 0.2838
H 1.016 -0.566 0.564 0.1916
H -0.287 1.713 -0.499 0.4495
H -1.435 0.988 0.623 0.2517
H 0.062 2.568 1.337 0.2309
H -0.047 1.211 2.379 0.1811
H -0.417 -2.430 0.005 0.3510
H -1.924 -1.683 0.381 0.3258
H -0.602 -0.856 3.017 0.0580
```

Output
LUMO level (eV): 0.84
ΔE to the lowest compared entry with this formula, charge and spin (eV): 1.8251
Highest occupied orbital energy (eV): -9.116
Calculated total energy (a.u.): -667.22781


Computed, not measured: an isolated molecule of C4H12N2S at a distorted geometry, with the ωB97M-V functional and the def2-TZVPD basis.

XYZ file:
```
19
Properties=species:S:1:pos:R:3:mulliken_charge:R:1
N 3.390 -0.150 -0.100 -0.5577
C 2.720 -1.077 -1.005 -0.4409
C 1.428 -0.381 -1.464 -0.7166
N 0.686 0.263 -0.337 -0.3513
C -0.681 -0.258 -0.125 -0.4505
C -1.300 0.600 0.941 -0.7430
S -3.169 0.425 1.037 -0.2395
H 4.202 -0.547 0.362 0.1977
H 3.701 0.729 -0.505 0.1717
H 2.500 -2.047 -0.551 0.3040
H 3.425 -1.258 -1.820 0.3493
H 0.726 -0.960 -2.077 0.3355
H 1.721 0.405 -2.173 0.2735
H 1.338 0.023 0.409 0.3281
H -0.554 -1.329 0.113 0.3096
H -1.289 -0.292 -1.027 0.3899
H -1.014 0.422 1.973 0.3409
H -1.093 1.634 0.676 0.3814
H -3.487 1.243 0.015 0.1180
```

Output
LUMO level (eV): 1.01
ΔE to the lowest compared entry with this formula, charge and spin (eV): 0.8693
Highest occupied orbital energy (eV): -8.669
Calculated total energy (a.u.): -667.26293


Computed, not measured: an isolated molecule of C4H12N2S at a distorted geometry, with the ωB97M-V functional and the def2-TZVPD basis.

XYZ file:
```
19
Properties=species:S:1:pos:R:3:mulliken_charge:R:1
N 1.064 -2.020 -0.864 -0.5023
C 1.487 -0.850 -1.602 -0.3962
C 1.458 0.432 -0.776 -0.7595
N 0.112 0.812 -0.350 -0.1793
C -0.501 0.377 0.900 -0.2266
C -1.813 1.098 1.128 -0.8193
S -2.425 0.777 2.817 -0.2186
H 0.612 -2.726 -1.415 0.2004
H 0.586 -1.840 0.001 0.1971
H 0.823 -0.640 -2.460 0.2500
H 2.475 -1.012 -2.026 0.3136
H 1.775 1.230 -1.442 0.4071
H 2.095 0.296 0.105 0.3015
H -0.108 1.758 -0.600 0.2032
H 0.166 0.603 1.750 0.2622
H -0.660 -0.704 0.866 0.1276
H -1.687 2.172 0.974 0.3854
H -2.576 0.685 0.466 0.3398
H -2.881 -0.448 2.529 0.1137
```

Output
LUMO level (eV): 0.91
ΔE to the lowest compared entry with this formula, charge and spin (eV): 0.6630
Highest occupied orbital energy (eV): -8.587
Calculated total energy (a.u.): -667.27051


Computed, not measured: an isolated molecule of C4H12N2S at a distorted geometry, with the ωB97M-V functional and the def2-TZVPD basis.

XYZ file:
```
19
Properties=species:S:1:pos:R:3:mulliken_charge:R:1
N -0.288 -2.659 2.001 -0.5770
C 0.117 -1.263 1.784 -0.4843
C 0.057 -0.883 0.338 -0.4493
N 0.566 0.476 0.121 -0.3628
C -0.332 1.435 -0.558 -0.4063
C 0.333 2.039 -1.781 -0.8045
S -0.417 1.474 -3.374 -0.2378
H -0.446 -2.860 2.976 0.2158
H -1.110 -2.873 1.452 0.2084
H -0.417 -0.562 2.423 0.2995
H 1.125 -1.215 2.104 0.3060
H -0.952 -0.934 -0.092 0.2427
H 0.619 -1.532 -0.326 0.2175
H 0.843 0.862 1.012 0.2303
H -0.756 2.145 0.139 0.4058
H -1.255 0.891 -0.795 0.3728
H 0.381 3.115 -1.824 0.3042
H 1.338 1.658 -1.841 0.3995
H 0.594 0.688 -3.759 0.1195
```

Output
LUMO level (eV): 1.03
ΔE to the lowest compared entry with this formula, charge and spin (eV): 0.9150
Highest occupied orbital energy (eV): -8.787
Calculated total energy (a.u.): -667.26125


Computed, not measured: the ion C4H12N2S with charge +1 at a distorted geometry, with the ωB97M-V functional and the def2-TZVPD basis.

XYZ file:
```
19
Properties=species:S:1:pos:R:3:mulliken_charge:R:1
C 1.941 1.225 -0.675 -0.7205
N 0.569 0.944 -1.097 0.0160
C -0.164 0.073 -0.095 -0.3062
C 0.149 -1.458 -0.156 -0.7848
S 0.641 -1.952 1.537 -0.1361
C -1.657 0.501 -0.115 -0.9123
N -2.315 -0.069 1.062 -0.5506
H 2.707 0.789 -1.392 0.3378
H 2.164 0.761 0.282 0.3250
H 2.390 2.224 -0.645 0.3387
H -0.014 1.773 -1.305 0.3682
H -0.012 0.645 0.845 0.5078
H 1.023 -1.610 -0.843 0.4638
H -0.621 -1.995 -0.722 0.4182
H 0.985 -3.202 1.122 0.1948
H -1.491 1.602 -0.050 0.4920
H -2.168 0.087 -0.986 0.3718
H -2.227 0.606 1.877 0.3048
H -1.900 -0.946 1.356 0.2716
```

Output
LUMO level (spin up / spin down) (eV): -3.15 / -8.27
Total charge: +1
ΔE to the lowest compared entry with this formula, charge and spin (eV): 2.8493
Highest occupied orbital energy (spin up / spin down) (eV): -13.172 / -13.124
Spin multiplicity: 2
Calculated total energy (a.u.): -666.91767


Computed, not measured: the ion C4H12N2S with charge +1 at a distorted geometry, with the ωB97M-V functional and the def2-TZVPD basis.

XYZ file:
```
19
Properties=species:S:1:pos:R:3:mulliken_charge:R:1
C 0.984 -1.116 0.012 -0.7202
N -0.378 -0.634 0.204 0.0623
C -0.953 0.379 -0.810 -0.6349
C -2.385 0.730 -0.441 -0.5763
S -3.364 -0.846 -0.768 -0.1051
C 2.002 0.090 0.160 -0.2694
N 2.263 0.520 1.535 -0.5229
H 1.175 -1.753 -0.946 0.3345
H 1.161 -1.890 0.688 0.4170
H -2.296 -1.727 -0.982 0.1766
H -0.394 1.329 -0.641 0.3714
H -0.743 0.126 -1.893 0.3825
H -2.782 1.547 -1.040 0.4270
H -2.362 1.031 0.651 0.3546
H 2.976 -0.208 -0.345 0.2834
H 1.668 0.981 -0.357 0.2571
H 1.547 0.301 2.224 0.2107
H -0.595 -0.365 1.184 0.3116
H 2.476 1.504 1.566 0.2401
```

Output
LUMO level (spin up / spin down) (eV): -3.08 / -8.10
Total charge: +1
ΔE to the lowest compared entry with this formula, charge and spin (eV): 2.3594
Highest occupied orbital energy (spin up / spin down) (eV): -13.290 / -13.220
Spin multiplicity: 2
Calculated total energy (a.u.): -666.93568


Computed, not measured: a cluster of 2 separate species, C4H12N3 in total, with the ωB97M-V functional and the def2-TZVPD basis.

XYZ file:
```
19
Properties=species:S:1:pos:R:3:mulliken_charge:R:1
N 1.953 -0.499 -1.166 -0.3307
C 1.164 -0.514 -2.317 -0.2910
N -0.097 0.060 -2.252 -0.3453
H 1.678 -0.013 -0.334 0.1308
H 2.866 -0.906 -1.137 0.1393
H 1.481 -1.118 -3.145 0.4064
H -0.672 0.089 -3.069 0.1281
H -0.445 0.466 -1.399 0.2174
C -0.959 -1.026 1.661 -1.2567
C -0.721 0.413 1.320 1.1339
C -1.520 1.098 0.499 -1.5050
N 0.363 1.005 1.984 -0.5894
H -0.585 -1.282 2.649 0.3924
H -0.475 -1.690 0.939 0.2564
H -2.021 -1.260 1.636 0.3508
H -1.323 2.150 0.327 0.3199
H -2.456 0.688 0.156 0.3482
H 1.187 0.421 2.043 0.2666
H 0.583 1.917 1.607 0.2279
```

Output
LUMO level (spin up / spin down) (eV): 0.98 / 0.93
ΔE to the lowest compared entry with this formula, charge and spin (eV): 0.4404
Highest occupied orbital energy (spin up / spin down) (eV): -4.414 / -8.627
Spin multiplicity: 2
Calculated total energy (a.u.): -323.78401